{"formula": "C6H8N2O2S", "method": "wB97M-V/def2-TZVPD", "multiplicity": 3, "gap_ev": [8.228, 6.216], "elements": ["C", "C", "C", "C", "C", "C", "N", "N", "O", "O", "S", "H", "H", "H", "H", "H", "H", "H", "H"], "xyz": [[3.3329, -1.0224, 0.3625], [3.1717, 0.3296, 0.4656], [2.1325, -1.7269, 0.0527], [1.8978, 0.9238, 0.3036], [1.0416, -1.0674, -0.3701], [-4.0056, 0.7892, 0.4024], [-0.0547, 0.8923, -0.8309], [0.8881, 0.2888, -0.2715], [-2.2105, -0.9594, 1.1631], [-3.0098, -1.2090, -1.1163], [-2.5298, -0.2540, -0.0807], [4.1844, -1.5617, 0.4299], [3.9393, 0.9529, 0.7330], [2.1475, -2.7426, 0.2537], [1.6799, 1.9028, 0.4887], [0.2792, -1.7197, -0.8453], [-4.8893, 0.4040, -0.1107], [-3.9613, 1.0636, 1.4193], [-3.8257, 1.7959, -0.1170]]}

=====

{"formula": "CH6P2", "method": "wB97M-V/def2-TZVPD", "gap_ev": 9.765, "smiles": "PCP", "elements": ["P", "C", "P", "H", "H", "H", "H", "H", "H"], "xyz": [[0.1413, -0.2073, 1.5456], [0.3354, 0.5392, -0.2619], [-1.3350, -0.2182, -1.5677], [1.5057, -0.2484, 1.8570], [-0.1452, 0.8308, 2.4131], [1.1321, -0.0609, -0.8185], [0.5337, 1.5801, -0.5481], [-1.8418, -1.1289, -0.5562], [-0.3262, -1.0864, -2.0633]]}

=====

{"formula": "C5H8NO", "method": "wB97M-V/def2-TZVPD", "charge": 1, "gap_ev": 7.376, "smiles": "C=CC[N+](=O)C=C", "elements": ["C", "C", "C", "N", "O", "C", "C", "H", "H", "H", "H", "H", "H", "H", "H"], "xyz": [[2.2819, -0.4765, -1.1094], [1.8203, -0.8486, 0.0873], [0.9450, -0.0386, 0.9075], [-0.5838, -0.0290, 0.0746], [-0.5836, -0.5762, -0.9920], [-1.5857, 0.7382, 0.4929], [-2.8246, 0.6931, -0.1482], [3.1511, -0.9816, -1.6007], [1.5127, 0.0507, -1.6477], [2.2900, -1.6878, 0.6456], [1.0427, 0.9858, 0.9254], [0.6504, -0.4665, 1.8365], [-1.3663, 1.4477, 1.3016], [-3.7437, 1.0549, 0.3290], [-3.0065, 0.1344, -1.1027]]}

=====

{"formula": "C33H24ClF9IN3NaO2P", "method": "wB97M-V/def2-TZVPD", "gap_ev": 8.649, "elements": ["Na", "Cl", "C", "C", "C", "C", "C", "C", "P", "C", "C", "C", "C", "C", "C", "C", "C", "C", "C", "C", "C", "H", "H", "H", "H", "H", "H", "H", "H", "H", "H", "H", "H", "H", "H", "I", "C", "C", "C", "C", "N", "C", "H", "H", "H", "H", "F", "C", "F", "F", "C", "O", "C", "F", "F", "F", "C", "F", "F", "F", "N", "C", "O", "C", "C", "C", "N", "C", "C", "H", "H", "H", "H", "H", "H"], "xyz": [[-0.6697, 0.0479, 0.0328], [2.0892, 0.3604, 0.0930], [2.7193, 1.9696, -0.1686], [4.0771, 2.1174, -0.3828], [4.5894, 3.3906, -0.5824], [3.7451, 4.4901, -0.5649], [2.3865, 4.3216, -0.3393], [1.8446, 3.0563, -0.1316], [0.0631, 2.7332, 0.1714], [0.0119, 2.6861, 2.0031], [1.1241, 2.8270, 2.8260], [0.9851, 2.7558, 4.2066], [-0.2668, 2.5634, 4.7709], [-1.3816, 2.4260, 3.9529], [-1.2425, 2.4700, 2.5757], [-0.6983, 4.3568, -0.1920], [-0.7443, 5.4145, 0.7138], [-1.3367, 6.6157, 0.3555], [-1.8902, 6.7726, -0.9083], [-1.8570, 5.7224, -1.8133], [-1.2686, 4.5191, -1.4528], [4.7205, 1.2488, -0.3953], [5.6495, 3.5180, -0.7548], [4.1442, 5.4824, -0.7256], [1.7317, 5.1830, -0.3250], [2.1063, 2.9794, 2.3956], [1.8572, 2.8528, 4.8406], [-0.3725, 2.5131, 5.8468], [-2.3596, 2.2594, 4.3855], [-2.1053, 2.3104, 1.9399], [-0.3235, 5.2987, 1.7054], [-1.3697, 7.4300, 1.0676], [-2.3578, 7.7093, -1.1816], [-2.3013, 5.8342, -2.7933], [-1.2647, 3.6900, -2.1509], [3.0050, -0.9821, 5.8262], [1.2200, -0.9766, 4.7449], [0.0175, -1.2878, 5.3564], [-1.1345, -1.2320, 4.5895], [-1.0323, -0.8691, 3.2557], [0.1306, -0.5938, 2.6650], [1.2356, -0.6417, 3.3994], [-0.0181, -1.5556, 6.4035], [-2.1013, -1.4497, 5.0220], [-1.9150, -0.7767, 2.6325], [2.1644, -0.3957, 2.8990], [-3.6547, 2.0358, -1.1077], [-4.4009, 1.4133, -0.1893], [-4.3718, 2.1790, 0.9102], [-5.6630, 1.4132, -0.6356], [-3.8181, -0.0091, 0.1142], [-2.5330, 0.0814, 0.4206], [-4.0288, -0.9092, -1.1489], [-5.3076, -1.1273, -1.4721], [-3.4341, -0.3575, -2.2144], [-3.4577, -2.1091, -0.9748], [-4.6066, -0.6337, 1.3130], [-4.3525, 0.0309, 2.4454], [-5.9339, -0.6637, 1.1570], [-4.2052, -1.8987, 1.5281], [-0.7371, -7.3472, 0.3693], [0.2653, -6.6425, -0.2096], [1.2221, -7.1823, -0.7250], [0.1461, -5.1381, -0.1836], [-0.8715, -4.4373, 0.4470], [-0.8643, -3.0527, 0.3940], [0.0770, -2.3522, -0.2344], [1.0469, -3.0315, -0.8468], [1.1263, -4.4121, -0.8445], [-0.6792, -8.3502, 0.3327], [-1.5610, -6.9230, 0.7499], [-1.6782, -4.9239, 0.9777], [-1.6615, -2.4844, 0.8547], [1.7963, -2.4386, -1.3578], [1.9271, -4.9361, -1.3459]]}

=====

{"formula": "C19H26N5", "method": "wB97M-V/def2-TZVPD", "charge": 1, "gap_ev": 7.275, "smiles": "CN(C[n+]1cc2c3c(c1)N(C)CCN3CCN2C)c1ccccc1", "elements": ["C", "N", "C", "N", "C", "C", "C", "C", "C", "N", "C", "C", "C", "N", "C", "C", "N", "C", "C", "C", "C", "C", "C", "C", "H", "H", "H", "H", "H", "H", "H", "H", "H", "H", "H", "H", "H", "H", "H", "H", "H", "H", "H", "H", "H", "H", "H", "H", "H", "H"], "xyz": [[-2.2233, 0.6650, 0.5928], [-1.4742, -0.1770, 1.6037], [-2.2793, -0.7557, 2.7620], [-2.6782, -2.2136, 2.9134], [-1.8235, -2.9934, 3.6960], [-2.2406, -4.2540, 4.1745], [-3.5847, -4.7193, 3.9812], [-4.4962, -3.7810, 3.3875], [-4.0440, -2.5096, 2.9598], [-5.7868, -4.2215, 3.1376], [-6.7204, -3.4033, 2.3768], [-6.0996, -5.6404, 3.0741], [-5.2984, -6.4412, 4.0684], [-3.9524, -5.9752, 4.2875], [-2.9934, -6.9245, 4.7905], [-1.7989, -6.3153, 5.4792], [-1.3546, -5.1022, 4.8134], [-0.0766, -4.6111, 5.3059], [-0.1207, 0.1904, 1.7823], [0.8060, -0.8811, 1.9265], [2.1649, -0.6353, 1.6804], [2.6238, 0.6955, 1.4955], [1.7222, 1.7791, 1.4923], [0.3454, 1.5389, 1.5849], [-1.5112, 0.9157, -0.2434], [-3.0074, -0.0610, 0.3110], [-2.6895, 1.6355, 0.9512], [-1.6894, -0.6693, 3.6984], [-3.1837, -0.1858, 2.7855], [-0.8452, -2.5731, 3.9860], [-4.7433, -1.7371, 2.5980], [-6.7686, -2.3832, 2.7795], [-6.4478, -3.3817, 1.3081], [-7.7068, -3.8774, 2.4515], [-6.0086, -6.0238, 2.0436], [-7.1575, -5.7291, 3.3373], [-5.2376, -7.4725, 3.7613], [-5.8312, -6.4621, 5.0185], [-2.6514, -7.5570, 3.9711], [-3.5173, -7.5875, 5.4589], [-0.9623, -7.0179, 5.4086], [-1.9681, -6.1360, 6.5547], [0.4347, -4.0110, 4.5421], [-0.2129, -4.0185, 6.2276], [0.5384, -5.4839, 5.5561], [0.3724, -1.8895, 2.0509], [2.8395, -1.4966, 1.6300], [3.7112, 0.8604, 1.4025], [2.1005, 2.8141, 1.3816], [-0.3860, 2.3637, 1.5148]]}

=====

{"formula": "C37H41CsF3N9O3P2S3", "method": "wB97M-V/def2-TZVPD", "charge": -2, "gap_ev": 5.751, "elements": ["Cs", "S", "P", "C", "P", "S", "C", "C", "C", "C", "C", "C", "C", "C", "C", "C", "C", "C", "C", "C", "C", "C", "C", "C", "C", "C", "C", "C", "C", "C", "H", "H", "H", "H", "H", "H", "H", "H", "H", "H", "H", "H", "H", "H", "H", "H", "H", "H", "H", "H", "N", "C", "N", "C", "N", "N", "C", "N", "C", "C", "C", "C", "C", "N", "H", "H", "H", "H", "H", "H", "H", "H", "N", "C", "C", "C", "N", "H", "H", "H", "H", "H", "H", "H", "H", "H", "H", "N", "H", "H", "H", "F", "C", "F", "F", "S", "O", "O", "O"], "xyz": [[1.4282, -0.8250, -1.4422], [-0.8187, 2.2069, 2.4471], [-1.2364, 2.4070, 0.4906], [-1.1128, 1.0934, -0.5255], [-2.2304, 0.5011, -1.5937], [-1.9434, -1.3818, -2.2881], [-3.9568, 0.5138, -0.9350], [-4.1755, -0.2405, 0.2210], [-5.4264, -0.2869, 0.8111], [-6.4875, 0.4256, 0.2603], [-6.2765, 1.1913, -0.8738], [-5.0181, 1.2362, -1.4662], [-2.4004, 1.4788, -3.1611], [-3.2671, 1.0989, -4.1866], [-3.3372, 1.8307, -5.3610], [-2.5195, 2.9431, -5.5415], [-1.6345, 3.3117, -4.5409], [-1.5813, 2.5816, -3.3574], [-2.8485, 3.3122, 0.3863], [-3.8159, 3.1163, 1.3682], [-5.0608, 3.7207, 1.2696], [-5.3546, 4.5473, 0.1933], [-4.3979, 4.7521, -0.7910], [-3.1592, 4.1324, -0.6965], [-0.0725, 3.7532, -0.0347], [1.0745, 3.4092, -0.7401], [2.0033, 4.3695, -1.1193], [1.7876, 5.7033, -0.8021], [0.6511, 6.0597, -0.0853], [-0.2634, 5.0916, 0.3029], [-3.3485, -0.7842, 0.6631], [-5.5740, -0.8761, 1.7088], [-7.4667, 0.3948, 0.7250], [-7.0873, 1.7748, -1.2957], [-4.8685, 1.8557, -2.3410], [-3.8711, 0.2085, -4.0571], [-4.0188, 1.5275, -6.1478], [-2.5666, 3.5085, -6.4654], [-0.9800, 4.1652, -4.6770], [-0.8857, 2.8512, -2.5700], [-3.5690, 2.4888, 2.2163], [-5.8075, 3.5409, 2.0345], [-6.3268, 5.0214, 0.1170], [-4.6154, 5.3894, -1.6409], [-2.4254, 4.2976, -1.4749], [1.2351, 2.3610, -0.9627], [2.8940, 4.0751, -1.6621], [2.5029, 6.4597, -1.1037], [0.4800, 7.0980, 0.1766], [-1.1367, 5.3742, 0.8789], [4.2556, -2.2844, 3.1488], [4.0991, -3.4661, 2.5543], [4.8013, -4.5058, 3.0473], [4.6112, -5.6433, 2.3994], [5.3333, -6.7304, 2.8253], [3.8171, -5.8365, 1.3441], [3.1617, -4.7359, 0.9610], [3.2400, -3.5453, 1.5181], [2.2781, -4.8839, -0.2361], [2.6000, -5.8178, -1.2139], [1.8094, -5.8860, -2.3478], [0.7135, -5.0461, -2.4498], [0.4587, -4.1677, -1.4075], [1.2291, -4.0718, -0.3263], [4.9131, -2.2417, 3.9057], [3.7662, -1.4300, 2.8417], [5.6977, -6.6665, 3.7595], [4.9807, -7.6214, 2.5228], [3.4737, -6.4392, -1.0849], [2.0586, -6.5722, -3.1476], [0.0742, -5.0464, -3.3221], [-0.3810, -3.4798, -1.4597], [2.8467, 0.2050, 2.5563], [2.6192, 1.0596, 3.7314], [2.1051, 0.2452, 4.9171], [0.6132, -0.0870, 4.8376], [0.2569, -0.7872, 3.6072], [3.1835, 0.7651, 1.7807], [1.9514, -0.1972, 2.2845], [1.9110, 1.8695, 3.5193], [3.5788, 1.5150, 3.9958], [2.2817, 0.8166, 5.8362], [2.6826, -0.6822, 4.9904], [0.0479, 0.8488, 4.9083], [0.3444, -0.6864, 5.7147], [-0.3310, -0.1951, 3.0240], [-0.2558, -1.6427, 3.7642], [-1.0410, -1.9507, 1.1636], [-0.1193, -2.3740, 1.2206], [-0.9362, -0.9669, 0.9016], [-1.5032, -2.3728, 0.3631], [5.7063, -4.4541, -2.9237], [5.6631, -3.4052, -2.0823], [6.9321, -3.0340, -1.8439], [5.1531, -3.8443, -0.9241], [4.6835, -2.0095, -2.7891], [5.4768, -1.6196, -3.9297], [3.4023, -2.6205, -3.0962], [4.6425, -1.0620, -1.6903]]}

=====

For reference, energy relative to the best compared isomer or geometry (same formula, charge and spin) by record: 2.6812; 1.4573; 4.9466; 0.0000; 2.9551; 0.2373 eV.